[1]
The following is a DFT calculation (ωB97M-V/def2-TZVPD) of 2 unconnected molecules or ions with the total composition C16H9F6N2O7S3 in a non-equilibrium geometry.

CARTESIAN COORDINATES (ANGSTROEM)
S  0.961  4.092  4.261
S  0.580  6.834  5.221
S  -0.850  -0.467  -1.904
F  1.887  8.988  5.747
F  -0.531  0.100  -4.483
F  3.190  7.252  5.323
F  -2.201  1.140  -3.498
F  2.162  8.284  3.669
F  -0.138  1.811  -3.160
O  -0.105  3.659  5.121
O  -1.349  0.315  -0.790
O  -1.563  -1.654  -2.322
O  -0.568  7.108  2.428
O  4.354  -5.181  1.091
O  2.334  3.865  4.591
O  2.424  -5.647  2.020
N  0.706  5.786  3.875
N  3.117  -5.009  1.195
C  3.285  -3.289  -0.547
C  0.801  2.481  2.004
C  0.447  2.333  0.661
C  0.183  4.838  1.850
C  -0.044  3.415  -0.077
C  0.656  3.748  2.562
C  0.025  6.065  2.671
C  1.332  -1.906  -1.084
C  -0.929  0.722  -3.354
C  0.850  -0.762  -1.748
C  0.535  -2.755  -0.236
C  -0.202  4.673  0.515
C  1.115  -3.776  0.480
C  2.042  7.883  4.957
C  2.498  -4.040  0.355
C  2.714  -2.266  -1.263
H  1.479  -0.242  -2.464
H  0.534  -4.404  1.152
H  -0.608  5.526  -0.028
H  0.540  1.353  0.190
H  4.338  -3.541  -0.646
H  1.171  1.654  2.606
H  -0.304  3.271  -1.127
H  3.297  -1.704  -1.992
H  -0.542  -2.596  -0.177

Net charge ... -1
M ... 551.44 u
Energy relative to the best compared isomer or geometry (same formula, charge and spin) ... 0.000 eV
Total energy ... -3045.0263 a.u.
Frontier orbital gap ... 5.77 eV

---

[2]
The following is a DFT calculation (ωB97M-V/def2-TZVPD) of 2 unconnected molecules or ions with the total composition C17H10Cl3F3NO3S in a non-equilibrium geometry.

CARTESIAN COORDINATES (ANGSTROEM)
Cl  -0.686  0.895  0.142
Cl  -1.926  -2.385  -1.401
Cl  0.781  -3.804  3.057
S  -2.301  2.488  1.938
F  -4.818  2.466  0.939
F  -3.950  0.505  1.400
F  -4.656  1.804  3.026
O  0.896  -1.789  -2.116
O  -2.455  3.892  2.221
O  -1.564  1.614  2.814
N  2.889  -3.707  -1.550
C  -0.909  3.384  -0.438
C  2.720  -5.090  0.865
C  -0.554  -3.279  0.752
C  1.121  4.689  -0.330
C  -0.093  4.531  -2.405
C  -4.057  1.786  1.822
C  -1.718  2.264  0.160
C  0.630  -3.716  1.364
C  1.745  -4.118  0.545
C  -0.552  -3.000  -0.611
C  0.199  3.857  0.291
C  3.716  -4.730  -1.317
C  -1.030  3.684  -1.813
C  3.610  -5.476  -0.110
C  0.729  -2.671  -1.267
C  0.969  5.060  -1.670
C  1.854  -3.513  -0.748
H  2.769  -5.462  1.888
H  1.978  5.061  0.248
H  4.473  -5.024  -2.052
H  -0.188  4.766  -3.467
H  -1.810  3.188  -2.387
H  -1.461  -3.156  1.342
H  4.271  -6.321  0.045
H  1.673  5.743  -2.130
H  0.361  3.482  1.310
H  -2.657  2.081  -0.356

Net charge ... -1
M ... 471.69 u
Total energy ... -3012.6652 a.u.
Frontier orbital gap ... 5.47 eV

---

[3]
The following is a DFT calculation (ωB97M-V/def2-TZVPD) of a molecular structure, C17H11BrIrNO4 in a non-equilibrium geometry.

CARTESIAN COORDINATES (ANGSTROEM)
Ir  0.251  -1.018  -0.047
Br  2.026  -0.179  -1.214
O  -1.658  -3.461  2.704
O  0.839  3.164  2.253
O  -0.139  2.069  0.440
O  -0.900  -2.533  0.891
N  -0.238  -0.271  1.986
C  -0.595  -1.264  2.828
C  -0.376  5.330  -2.109
C  -0.517  -1.153  4.194
C  -0.173  3.194  -0.352
C  1.014  3.755  -0.852
C  -1.422  3.679  -0.705
C  -1.523  4.753  -1.579
C  2.318  3.360  -0.618
C  3.351  4.957  -1.950
C  0.166  0.928  2.512
C  -1.069  -2.481  2.102
C  0.000  0.030  4.740
C  0.902  4.858  -1.769
C  2.086  5.425  -2.288
C  3.492  3.853  -1.087
C  0.327  2.079  1.699
C  0.338  1.063  3.912
H  -0.449  6.158  -2.806
H  4.473  3.462  -0.853
H  -2.307  3.208  -0.296
H  0.863  3.944  1.689
H  0.711  2.000  4.300
H  0.119  0.126  5.810
H  -2.500  5.133  -1.845
H  4.250  5.417  -2.342
H  1.993  6.249  -2.987
H  -0.802  -1.960  4.855
H  -1.790  -3.356  3.655

Net charge ... +2
M ... 565.40 u
Total energy ... -3687.7115 a.u.
⟨S²⟩ ... 6.09
Spin multiplicity ... 5
Frontier orbital gap (alpha / beta) ... 5.97 / 4.69 eV

---

[4]
The following is a DFT calculation (ωB97M-V/def2-TZVPD) of a molecular structure, C17H12AuN4O4Se in a non-equilibrium geometry.

CARTESIAN COORDINATES (ANGSTROEM)
Au  0.068  -0.119  -0.524
Se  -0.005  0.495  -5.452
O  -0.241  -2.832  0.216
O  1.796  -2.014  0.731
O  -2.240  2.798  2.099
O  -0.513  1.735  1.177
N  1.496  0.767  -1.936
N  -2.288  0.223  -0.189
N  1.610  1.237  -5.507
N  0.020  0.273  -3.686
C  -5.038  0.630  0.054
C  0.571  -1.955  0.249
C  -4.549  -0.393  -0.792
C  1.163  0.769  -3.274
C  -3.498  -2.394  -2.419
C  -4.163  1.411  0.753
C  -1.695  1.905  1.321
C  3.296  1.853  -3.849
C  -4.897  -2.224  -2.317
C  3.584  1.835  -2.525
C  -3.155  -0.570  -0.896
C  2.042  1.302  -4.262
C  -2.794  1.152  0.592
C  -5.415  -1.242  -1.525
C  2.649  1.272  -1.597
C  2.163  -3.304  1.306
C  -2.640  -1.587  -1.731
H  1.482  -3.543  2.119
H  2.904  1.253  -0.545
H  3.971  2.260  -4.588
H  -3.107  -3.182  -3.047
H  -6.108  0.777  0.132
H  4.508  2.230  -2.131
H  -5.554  -2.881  -2.869
H  -1.572  -1.722  -1.808
H  2.118  -4.067  0.533
H  -4.501  2.200  1.408
H  3.176  -3.172  1.671
H  -6.483  -1.099  -1.440

Net charge ... +1
M ... 612.23 u
Energy relative to the best compared isomer or geometry (same formula, charge and spin) ... 0.544 eV
Total energy ... -3711.7968 a.u.
⟨S²⟩ ... 2.01
Spin multiplicity ... 3
Frontier orbital gap (alpha / beta) ... 7.09 / 5.83 eV

---

[5]
The following is a DFT calculation (ωB97M-V/def2-TZVPD) of a molecular structure, C17H12BeN3O7S6 in a non-equilibrium geometry.

CARTESIAN COORDINATES (ANGSTROEM)
S  -2.537  4.705  4.036
S  1.032  -1.726  1.069
S  -0.651  2.180  -0.870
S  -3.787  4.154  1.400
S  -1.100  3.258  1.864
S  -4.053  3.104  -1.343
O  -0.850  -1.697  -3.529
O  -1.078  -0.736  -1.500
O  -1.890  0.080  2.410
O  0.932  -2.553  -0.099
O  1.103  -1.802  -5.202
O  3.198  -1.055  -5.351
O  2.348  -1.214  1.363
N  3.030  0.058  -2.734
N  -0.092  -0.507  1.097
N  1.328  0.105  -1.388
C  -0.950  -0.638  2.162
C  -0.609  -1.825  3.011
C  3.392  1.202  -0.528
C  2.159  -1.178  -4.738
C  0.425  -2.578  2.504
C  0.964  -0.568  -2.521
C  -3.114  3.803  -2.735
C  0.855  -3.740  3.109
C  -2.471  4.065  2.523
C  2.583  0.473  -1.531
C  2.015  -0.607  -3.383
C  -1.242  -2.202  4.182
C  -0.436  -1.064  -2.547
C  -0.812  -3.359  4.816
C  0.215  -4.129  4.278
C  -3.014  3.320  0.062
C  -1.756  2.871  0.283
Be  -0.173  0.135  -0.449
H  3.945  0.197  -3.132
H  -2.044  -1.594  4.580
H  -2.090  3.458  -2.670
H  -3.165  4.889  -2.709
H  4.006  1.970  -0.997
H  4.034  0.496  0.001
H  1.659  -4.325  2.681
H  0.518  -5.038  4.781
H  -1.278  -3.670  5.742
H  2.725  1.653  0.203
H  0.307  -1.791  -4.562
H  -3.583  3.419  -3.638

Net charge ... -1
M ... 571.71 u
Energy relative to the best compared isomer or geometry (same formula, charge and spin) ... 0.314 eV
Total energy ... -3750.2098 a.u.
Frontier orbital gap ... 7.36 eV

---

[6]
The following is a DFT calculation (ωB97M-V/def2-TZVPD) of C17H12Cl2N4O2 in the gas phase in a non-equilibrium geometry.

CARTESIAN COORDINATES (ANGSTROEM)
Cl  4.762  -2.243  4.224
Cl  4.759  0.849  3.600
O  2.133  1.772  2.603
O  2.138  -3.511  3.743
N  0.397  -0.079  1.331
N  -1.154  0.692  -2.427
N  -0.946  1.059  4.174
N  -1.279  -2.942  3.415
C  0.875  -0.216  2.755
C  2.166  0.598  2.932
C  -0.914  -0.351  1.057
C  -0.136  0.467  3.571
C  -0.443  0.383  -3.653
C  -2.525  1.107  -2.605
C  -1.473  -0.062  -0.160
C  3.366  -1.447  3.680
C  2.148  -2.292  3.550
C  -0.647  0.396  -1.202
C  1.228  0.235  0.298
C  0.737  0.525  -0.955
C  0.924  -1.618  3.181
C  -2.687  1.294  -4.123
C  -0.275  -2.345  3.293
C  -1.462  0.636  -4.778
C  3.360  -0.103  3.423
H  -2.540  -0.236  -0.301
H  -0.096  -0.665  -3.651
H  1.403  0.924  -1.715
H  -2.697  2.362  -4.356
H  2.283  0.352  0.525
H  -1.517  -0.751  1.871
H  -1.017  1.268  -5.548
H  -2.740  2.040  -2.060
H  -3.219  0.341  -2.224
H  0.449  1.018  -3.762
H  -1.730  -0.321  -5.237
H  -3.630  0.865  -4.466

M ... 375.21 u
Energy relative to the best compared isomer or geometry (same formula, charge and spin) ... 2.254 eV
Total energy ... -1944.8117 a.u.
Frontier orbital gap ... 6.46 eV

---

Question: What is the M in the first record?
Answer: 551.44 u

---

Question: The highest M belongs to which entry?
Answer: C17H12AuN4O4Se

---

What did the fifth record say?
The following is a DFT calculation (ωB97M-V/def2-TZVPD) of a molecular structure, C17H12BeN3O7S6 in a non-equilibrium geometry.

CARTESIAN COORDINATES (ANGSTROEM)
S  -2.537  4.705  4.036
S  1.032  -1.726  1.069
S  -0.651  2.180  -0.870
S  -3.787  4.154  1.400
S  -1.100  3.258  1.864
S  -4.053  3.104  -1.343
O  -0.850  -1.697  -3.529
O  -1.078  -0.736  -1.500
O  -1.890  0.080  2.410
O  0.932  -2.553  -0.099
O  1.103  -1.802  -5.202
O  3.198  -1.055  -5.351
O  2.348  -1.214  1.363
N  3.030  0.058  -2.734
N  -0.092  -0.507  1.097
N  1.328  0.105  -1.388
C  -0.950  -0.638  2.162
C  -0.609  -1.825  3.011
C  3.392  1.202  -0.528
C  2.159  -1.178  -4.738
C  0.425  -2.578  2.504
C  0.964  -0.568  -2.521
C  -3.114  3.803  -2.735
C  0.855  -3.740  3.109
C  -2.471  4.065  2.523
C  2.583  0.473  -1.531
C  2.015  -0.607  -3.383
C  -1.242  -2.202  4.182
C  -0.436  -1.064  -2.547
C  -0.812  -3.359  4.816
C  0.215  -4.129  4.278
C  -3.014  3.320  0.062
C  -1.756  2.871  0.283
Be  -0.173  0.135  -0.449
H  3.945  0.197  -3.132
H  -2.044  -1.594  4.580
H  -2.090  3.458  -2.670
H  -3.165  4.889  -2.709
H  4.006  1.970  -0.997
H  4.034  0.496  0.001
H  1.659  -4.325  2.681
H  0.518  -5.038  4.781
H  -1.278  -3.670  5.742
H  2.725  1.653  0.203
H  0.307  -1.791  -4.562
H  -3.583  3.419  -3.638

Net charge ... -1
M ... 571.71 u
Energy relative to the best compared isomer or geometry (same formula, charge and spin) ... 0.314 eV
Total energy ... -3750.2098 a.u.
Frontier orbital gap ... 7.36 eV